Formula: C27H33F3O7
Source: the OMol25 dataset
Level of theory: the ωB97M-V functional and the def2-TZVPD basis

Structure (XYZ):
```
70
Properties=species:S:1:pos:R:3:mulliken_charge:R:1
C 2.081 -2.268 1.998 -0.699
O 1.053 -1.259 2.349 -0.014
C 1.017 -0.908 3.609 0.604
O 1.532 -1.441 4.557 -0.619
O 0.289 0.194 3.722 -0.127
C 0.177 0.804 5.027 -0.782
H 2.317 -2.959 2.774 0.424
H 2.996 -1.746 1.744 0.265
H 1.688 -2.731 1.099 0.151
H 1.238 0.941 5.312 0.343
H -0.321 0.082 5.656 0.289
H -0.417 1.734 4.835 0.197
C 1.897 -3.019 -3.463 -0.688
O 0.787 -2.219 -2.882 -0.169
C 0.399 -2.675 -1.688 0.638
O 0.873 -3.638 -1.077 -0.671
O -0.644 -1.996 -1.324 0.035
C -1.283 -2.393 -0.082 -0.453
H 2.823 -3.076 -2.789 0.257
H 2.094 -2.389 -4.358 0.220
H 1.518 -4.018 -3.762 0.323
H -0.680 -2.433 0.825 0.126
H -1.693 -3.402 -0.224 0.387
H -2.054 -1.618 -0.038 0.020
F -4.270 2.489 -1.615 -0.423
C -3.344 1.754 -2.233 0.412
C -2.163 2.362 -2.605 -0.296
C -1.150 1.625 -3.227 -0.415
C -1.421 0.274 -3.428 -0.356
C -2.606 -0.350 -3.040 -0.543
C -3.614 0.391 -2.403 -0.239
H -1.970 3.386 -2.285 0.387
H -0.125 1.996 -3.435 0.288
H -0.651 -0.361 -3.881 0.310
H -2.781 -1.410 -3.228 0.383
H -4.451 -0.129 -1.988 0.511
F -4.024 -0.932 1.039 -0.369
C -4.091 0.118 1.871 0.718
C -4.497 1.361 1.447 -0.445
C -4.593 2.387 2.405 -0.371
C -4.097 2.255 3.725 -0.679
C -3.608 1.039 4.085 -0.257
C -3.698 -0.089 3.203 -0.622
H -4.776 1.614 0.426 0.446
H -4.831 3.394 2.004 0.322
H -3.987 3.157 4.360 0.349
H -3.132 0.863 5.045 0.456
H -3.414 -1.049 3.619 0.426
F 4.181 1.007 -5.027 -0.327
C 4.385 0.309 -3.925 0.493
C 5.571 -0.299 -3.750 -0.696
C 5.768 -0.961 -2.583 -0.228
C 4.791 -1.084 -1.596 -0.764
C 3.565 -0.480 -1.799 -0.152
C 3.364 0.280 -2.962 -0.640
H 6.316 -0.271 -4.522 0.464
H 6.722 -1.447 -2.454 0.352
H 5.038 -1.618 -0.711 0.437
H 2.754 -0.519 -1.069 0.507
H 2.514 0.919 -2.988 0.533
C -0.679 1.597 0.699 0.482
C 0.726 2.199 0.656 0.449
C 1.486 2.417 1.951 -0.894
O 1.218 2.428 -0.449 -0.598
H -0.873 1.183 1.703 -0.135
H -0.706 0.782 -0.042 -0.356
H -1.484 2.354 0.484 0.327
H 1.702 1.483 2.450 -0.031
H 0.869 3.090 2.588 0.318
H 2.380 2.920 1.662 0.408
```

Values from the calculation:
- molecular weight (g mol⁻¹) = 526.55
- lowest unoccupied orbital energy (eV) = 0.58
- 2S+1 = 1
- total energy (eV) = -51018.0109
- energy relative to the best compared isomer or geometry (same formula, charge and spin) (eV) = 0.000
- total charge = 0
- SMILES string = COC(=O)OC.COC(=O)OC.Fc1ccccc1.Fc1ccccc1.Fc1ccccc1.CC(C)=O
- frontier orbital gap (eV) = 9.591

***

Formula: C27H33F8O28P
Source: the OMol25 dataset
Level of theory: the ωB97M-V functional and the def2-TZVPD basis

Structure (XYZ):
```
97
Properties=species:S:1:pos:R:3:mulliken_charge:R:1
O 2.653 -4.253 -3.182 -0.459
C 3.090 -3.407 -3.875 0.542
O 3.063 -3.398 -5.216 -0.384
C 3.693 -2.211 -5.693 -0.493
C 3.805 -1.331 -4.450 0.363
F 2.807 -0.409 -4.398 -0.275
O 3.710 -2.258 -3.399 -0.103
H 4.660 -2.505 -6.097 0.302
H 3.055 -1.730 -6.430 0.288
H 4.748 -0.792 -4.376 0.290
O -2.359 -6.451 1.272 -0.524
C -1.849 -5.907 2.189 0.629
O -2.402 -5.138 3.112 -0.269
C -1.453 -4.388 3.811 0.333
C -0.145 -5.129 3.480 0.563
F 0.275 -5.821 4.592 -0.344
O -0.475 -5.934 2.393 -0.362
H -1.414 -3.321 3.601 -0.297
H -1.635 -4.472 4.883 0.208
H 0.670 -4.468 3.190 0.115
O 4.132 -4.091 -0.001 -0.435
C 4.989 -3.291 0.119 0.452
O 6.323 -3.529 0.140 -0.352
C 6.997 -2.311 0.445 -0.491
C 5.914 -1.262 0.301 0.285
F 5.935 -0.698 -0.964 -0.304
O 4.734 -1.982 0.422 -0.038
H 7.419 -2.392 1.444 0.298
H 7.784 -2.018 -0.252 0.310
H 6.021 -0.414 0.975 0.293
O 2.905 2.664 -3.916 -0.493
C 3.050 2.799 -2.753 0.479
O 3.648 3.868 -2.183 -0.385
C 3.711 3.700 -0.770 -0.424
C 3.304 2.242 -0.594 0.527
F 2.440 2.114 0.447 -0.100
O 2.682 1.895 -1.799 -0.037
H 4.694 3.930 -0.375 0.351
H 2.922 4.326 -0.349 0.274
H 4.169 1.592 -0.442 -0.092
O -4.076 -2.521 4.758 -0.528
C -4.017 -1.869 3.770 0.585
O -3.397 -2.243 2.652 -0.291
C -3.661 -1.312 1.607 0.158
C -4.652 -0.329 2.226 0.627
F -5.896 -0.561 1.686 -0.347
O -4.630 -0.642 3.583 -0.406
H -2.708 -0.845 1.380 -0.399
H -4.170 -1.825 0.796 0.284
H -4.357 0.694 1.998 0.195
O -7.772 2.633 -1.918 -0.530
C -6.698 2.135 -1.970 0.484
O -5.802 2.225 -2.964 -0.356
C -4.994 1.019 -2.892 -0.410
C -4.942 0.864 -1.376 0.760
F -3.957 1.663 -0.856 -0.325
O -6.176 1.373 -0.972 -0.300
H -5.594 0.218 -3.324 0.376
H -4.061 1.172 -3.417 0.262
H -4.740 -0.142 -1.017 0.016
O -2.546 3.165 1.003 -0.206
C -2.939 4.281 0.895 0.436
O -3.643 4.735 -0.161 -0.237
C -3.829 6.126 -0.051 -0.443
C -2.934 6.544 1.144 0.233
F -3.639 7.199 2.097 -0.286
O -2.548 5.296 1.684 -0.348
H -3.547 6.723 -0.917 0.294
H -4.856 6.419 0.170 0.314
H -2.033 7.092 0.875 0.266
O 0.201 -1.545 3.923 -0.429
C 0.427 -0.392 3.757 0.546
O -0.514 0.589 3.664 -0.327
C 0.124 1.636 2.942 1.114
C 1.543 1.570 3.449 0.551
F 1.744 2.236 4.617 -0.334
O 1.652 0.157 3.670 -0.365
H 0.102 1.583 1.852 -0.896
H -0.286 2.634 3.109 0.367
H 2.379 1.737 2.776 0.014
C 0.386 -1.321 -2.809 -0.435
O 0.464 -0.236 -1.899 0.290
P -0.527 -0.075 -0.654 -0.614
O -1.926 -0.425 -0.901 -0.615
O 0.164 -0.899 0.495 0.303
C 1.355 -1.726 0.400 -0.616
O -0.311 1.462 -0.233 0.476
C -0.544 2.386 -1.288 -0.877
H 0.324 -0.962 -3.837 0.343
H -0.533 -1.908 -2.722 0.320
H 1.242 -1.975 -2.685 -0.225
H 1.826 -1.691 -0.576 0.069
H 0.939 -2.682 0.705 0.337
H 2.110 -1.375 1.103 0.259
H -0.200 2.008 -2.246 0.382
H -0.033 3.342 -1.118 0.298
H -1.568 2.766 -1.282 -0.058
```

Values from the calculation:
- molecular weight (g mol⁻¹) = 988.49
- lowest unoccupied orbital energy (eV) = -0.33
- 2S+1 = 1
- total energy (eV) = -116896.1571
- energy relative to the best compared isomer or geometry (same formula, charge and spin) (eV) = 0.000
- total charge = 0
- SMILES string = O=C1OC[C@@H](F)O1.O=C1OC[C@@H](F)O1.O=C1OC[C@@H](F)O1.O=C1OC[C@@H](F)O1.O=C1OC[C@@H](F)O1.O=C1OC[C@@H](F)O1.O=C1OC[C@@H](F)O1.O=C1OC[C@@H](F)O1.COP(=O)(OC)OC
- frontier orbital gap (eV) = 10.364

***

Formula: C27H33FN5O4SSc
Source: the OMol25 dataset
Level of theory: the ωB97M-V functional and the def2-TZVPD basis

Structure (XYZ):
```
72
Properties=species:S:1:pos:R:3:mulliken_charge:R:1
Sc 0.421 -0.275 0.297 0.009
C 4.039 -5.576 3.861 -1.492
C 3.113 -4.392 3.756 1.031
C 3.348 -3.379 2.831 -0.745
C 2.498 -2.288 2.724 -0.438
C 1.396 -2.197 3.557 -0.219
C 1.146 -3.196 4.489 -0.468
C 1.999 -4.286 4.584 -0.649
S 0.258 -0.819 3.391 1.445
O 1.064 0.343 3.040 -0.660
O -0.447 -0.806 4.661 -0.830
N -0.628 -1.088 2.131 0.073
C -1.401 -2.306 2.003 -0.398
C -1.223 -2.885 0.592 0.373
O -1.749 -3.963 0.319 -0.811
O -0.508 -2.170 -0.198 -0.178
H 4.803 -5.545 3.084 0.332
H 3.491 -6.515 3.757 0.326
H 4.546 -5.598 4.829 0.311
H 4.208 -3.445 2.172 0.305
H 2.674 -1.525 1.969 0.358
H 0.285 -3.100 5.137 0.448
H 1.795 -5.067 5.310 0.337
H -2.470 -2.111 2.133 0.204
H -1.131 -3.082 2.728 0.234
C 0.347 -3.245 -3.862 -1.241
N 0.970 -2.117 -3.202 0.334
C 1.876 -2.486 -2.127 -0.987
C 0.334 -0.904 -3.174 0.285
N 0.228 -0.205 -2.109 0.259
N -0.189 -0.518 -4.429 0.153
C -1.118 0.587 -4.431 -1.072
C 0.747 -0.486 -5.537 -1.191
H -0.185 -3.863 -3.129 0.292
H 1.111 -3.864 -4.345 0.308
H -0.361 -2.905 -4.614 0.420
H 2.717 -3.036 -2.562 0.431
H 1.367 -3.109 -1.386 0.246
H 2.243 -1.595 -1.622 -0.066
H -0.076 0.745 -2.295 -0.066
H -1.869 0.441 -3.656 0.310
H -1.617 0.624 -5.401 0.343
H -0.631 1.561 -4.267 0.343
H 1.423 -1.335 -5.478 0.371
H 1.350 0.434 -5.533 0.338
H 0.199 -0.533 -6.482 0.343
N 2.320 -0.135 0.080 -0.365
C 3.605 0.016 -0.177 0.393
C 4.567 -1.053 -0.084 0.124
C 5.902 -0.888 -0.394 -0.673
C 6.413 0.339 -0.821 -0.466
C 5.513 1.404 -0.925 -0.344
C 4.176 1.261 -0.619 -0.734
H 4.200 -2.026 0.232 0.270
H 6.570 -1.743 -0.305 0.303
H 7.463 0.461 -1.063 0.343
H 5.874 2.377 -1.254 0.293
H 3.499 2.106 -0.703 0.318
F -6.277 0.522 -0.932 -0.392
C -4.962 0.826 -0.675 0.540
C -4.423 0.515 0.558 -0.841
C -3.098 0.824 0.816 -0.122
C -2.270 1.449 -0.141 1.073
C -0.860 1.718 0.111 -2.295
C -2.883 1.754 -1.372 -0.313
C -4.209 1.443 -1.648 -0.708
H -5.037 0.022 1.302 0.409
H -2.664 0.553 1.772 0.361
H -0.677 2.091 1.124 0.529
H -0.434 2.418 -0.614 0.383
H -2.300 2.278 -2.122 0.472
H -4.659 1.688 -2.603 0.391
```

Values from the calculation:
- molecular weight (g mol⁻¹) = 587.61
- lowest unoccupied orbital energy (eV) = 4.36
- 2S+1 = 1
- total energy (eV) = -78431.9672
- energy relative to the best compared isomer or geometry (same formula, charge and spin) (eV) = 0.000
- total charge = -2
- frontier orbital gap (eV) = 4.986